[1]
{"formula": "C3H7N2", "method": "the ωB97M-V functional and the def2-TZVPD basis", "lumo_energy_ev": -6.18, "de_lowest_kcal_mol": 75.90, "orbital_gap_ha": 0.384, "spin_multiplicity": 1, "charge": 1, "symbols": ["H", "N", "N", "H", "H", "H", "C", "C", "H", "C", "H", "H"], "positions_angstrom": [[1.065, -1.073, -0.787], [0.056, -0.946, 2.472], [0.026, -0.347, 1.530], [2.196, -0.290, 0.231], [-2.127, 0.394, 0.133], [-1.261, 0.589, -1.453], [1.253, -0.071, -0.418], [0.056, 0.321, 0.356], [-1.161, -0.970, -0.830], [-1.244, 0.095, -0.451], [1.242, 0.505, -1.349], [-0.102, 1.793, 0.565]], "forces_ev_per_a": [[-0.3, -0.5, -0.1], [-0.2, 1.9, -2.9], [-0.2, -2.6, 5.3], [-1.3, 1.5, -1.5], [0.2, -0.6, -0.4], [0.4, 0.4, 1.2], [2.0, -1.5, 0.3], [-1.9, 6.3, -2.5], [-0.9, 0.8, 1.0], [0.1, -1.4, -1.1], [0.9, 0.3, 0.6], [1.0, -4.5, 0.1]]}

---

[2]
{"formula": "C29H64Br2F2INO10P2", "method": "the ωB97M-V functional and the def2-TZVPD basis", "lumo_energy_ev": -0.04, "orbital_gap_ha": 0.324, "spin_multiplicity": 1, "symbols": ["C", "H", "H", "H", "H", "C", "H", "C", "H", "H", "H", "O", "H", "H", "O", "C", "H", "C", "C", "H", "P", "H", "H", "H", "H", "C", "O", "O", "H", "H", "Br", "H", "C", "C", "C", "O", "C", "H", "H", "H", "H", "H", "H", "I", "H", "C", "H", "H", "C", "F", "H", "H", "H", "P", "H", "H", "H", "H", "C", "C", "H", "H", "H", "C", "O", "N", "H", "H", "H", "O", "H", "C", "C", "C", "H", "F", "H", "O", "C", "C", "H", "C", "C", "O", "C", "H", "H", "H", "H", "C", "C", "H", "H", "H", "C", "H", "H", "H", "H", "H", "H", "C", "H", "C", "O", "Br", "H", "H", "H", "H", "H"], "positions_angstrom": [[-2.074, 0.893, -0.855], [5.929, 0.063, 5.239], [0.203, 5.532, 5.047], [2.850, -1.274, -0.183], [4.930, -1.685, 0.825], [-0.967, -3.436, -2.606], [-8.270, -4.037, 1.480], [-9.348, -3.879, 1.567], [-9.862, -4.693, 1.052], [1.465, 0.545, -5.133], [-5.428, -3.974, -1.736], [2.522, -2.125, 0.170], [-2.146, 1.602, -0.035], [-0.855, 4.674, 3.936], [3.378, 1.582, 3.629], [-2.462, -1.708, -1.295], [3.696, 2.473, 3.806], [4.219, 1.310, -1.734], [-1.091, -2.404, -1.502], [5.643, 2.866, -1.252], [1.466, -2.727, -0.953], [-3.228, -2.997, 0.317], [2.369, -2.883, -3.131], [0.778, 0.533, -0.135], [0.543, -3.445, 1.557], [6.789, -1.124, 0.711], [-9.082, -1.470, 1.669], [0.640, 6.456, 2.564], [-0.800, 2.984, -3.244], [2.053, 2.705, -6.271], [-3.895, -3.007, -4.051], [-1.716, -1.368, -4.656], [-0.485, 6.733, 3.393], [1.721, 2.692, -5.228], [-3.491, -2.689, -0.693], [3.409, 0.349, -1.060], [5.013, 2.136, -0.740], [1.662, 1.333, -3.557], [-8.133, -1.607, 1.565], [-0.327, 0.299, 3.744], [5.239, 0.953, 2.997], [5.646, 1.490, -0.130], [-9.595, -3.923, 2.628], [0.761, 3.009, 1.111], [-1.542, 5.855, 5.067], [-0.967, -1.833, 1.630], [-1.775, -2.547, 1.481], [7.349, -0.231, 0.985], [0.403, 0.846, 3.145], [-0.092, 0.374, -2.210], [-6.443, -3.704, -0.362], [-3.423, -3.605, -1.278], [-0.298, 7.688, 3.882], [-3.109, -1.174, -3.014], [-0.188, -3.147, 3.097], [1.238, -0.424, 1.222], [-2.428, 2.698, -2.671], [3.335, 3.541, -4.544], [-5.943, -3.194, -1.181], [-9.741, -2.532, 0.988], [0.584, 1.793, 3.649], [3.576, 1.951, -2.346], [-3.025, 0.983, -1.385], [-4.944, -2.154, -0.603], [2.392, 3.732, -4.517], [-0.181, -2.015, -0.686], [1.328, -1.437, -3.059], [5.436, 1.762, 5.370], [-1.325, -1.180, 2.422], [-1.459, -4.513, -2.247], [0.473, 5.617, 2.121], [-0.687, 5.637, 4.425], [-0.643, -1.043, 0.338], [2.094, -2.011, -2.542], [3.059, 1.117, -4.600], [-2.888, -0.539, 0.716], [-1.374, 6.837, 2.763], [-1.789, -0.786, -3.885], [4.490, 0.691, 3.750], [-1.955, -0.552, -0.376], [2.809, 0.827, -0.481], [6.933, -1.407, -0.773], [0.372, 0.014, 0.735], [-0.448, -3.172, -3.711], [-1.510, 2.198, -2.976], [4.343, 2.668, -0.060], [1.359, 0.331, 3.141], [4.337, 0.494, 5.891], [-6.683, -2.737, -1.837], [0.203, -2.641, 2.209], [5.088, 0.751, 5.143], [-5.079, -1.171, -1.041], [7.170, -1.964, 1.301], [2.983, -1.405, -2.349], [1.988, 1.340, -4.596], [0.657, 2.922, -5.205], [-10.812, -2.368, 1.094], [4.887, 0.762, -2.398], [6.548, -0.571, -1.358], [-9.488, -2.483, -0.078], [4.126, -0.313, 3.533], [-0.956, 1.385, -1.807], [-1.201, 1.194, 1.820], [-0.123, 1.124, 1.710], [5.427, -0.892, 1.056], [-5.486, -1.937, 1.298], [7.977, -1.574, -1.043], [-1.659, 1.595, -3.870], [-0.354, 2.098, -1.242], [1.030, -2.034, 2.572], [6.355, -2.291, -1.055]], "forces_ev_per_a": [[0.6, -0.4, -1.5], [0.0, 0.0, 0.0], [0.0, 0.1, 0.0], [0.4, 0.0, 0.3], [-0.1, 0.0, 0.0], [0.8, -1.6, -1.4], [0.0, 0.0, -0.1], [0.0, 0.0, 0.0], [0.0, 0.0, 0.0], [0.0, 0.0, 0.0], [0.1, 0.2, -0.2], [-0.8, 0.7, -0.9], [0.1, -0.3, 0.3], [-0.1, 0.0, 0.0], [0.0, -0.2, 0.0], [2.7, -1.0, -0.7], [0.0, 0.0, 0.0], [0.0, 0.4, 0.2], [-1.6, 0.2, -0.5], [0.0, 0.0, 0.0], [1.1, -2.1, -0.1], [0.4, 0.1, -0.1], [-0.2, 0.0, -0.1], [-0.2, -0.4, -0.2], [0.2, 0.2, -0.1], [-0.2, -0.3, -0.2], [-0.2, 0.0, 0.0], [0.1, 0.2, 0.1], [0.0, 0.0, 0.0], [-0.1, -0.1, 0.0], [0.4, 0.2, 0.3], [0.6, -0.2, 0.2], [0.0, -0.4, -0.1], [0.4, -0.1, 0.0], [-0.2, 0.4, 0.5], [-0.2, -0.2, 0.0], [0.1, -0.1, 0.1], [-0.1, 0.0, 0.0], [0.1, 0.1, 0.0], [0.0, -0.2, -0.2], [0.0, -0.2, 0.0], [0.0, 0.0, 0.0], [-0.1, 0.0, 0.0], [-0.2, -0.1, -0.1], [0.0, 0.0, 0.0], [0.2, -0.7, 0.2], [0.0, 0.1, -0.3], [-0.1, 0.0, 0.1], [-0.2, 0.6, -0.1], [-0.1, -0.1, -0.1], [-0.2, 0.0, -0.1], [-0.2, 0.1, -0.2], [0.1, 0.0, -0.1], [-1.0, 1.3, -0.1], [0.0, 0.0, 0.0], [-0.1, -0.3, -0.1], [-0.1, -0.1, -0.1], [0.0, 0.0, 0.0], [0.1, 0.1, 0.1], [0.4, 0.0, 0.1], [-0.1, -0.1, 0.2], [0.1, 0.0, 0.0], [0.0, -0.2, 0.1], [-0.4, -1.2, -0.2], [-0.2, 0.1, 0.1], [1.3, 0.9, -0.2], [0.1, 0.0, -0.1], [0.1, 0.0, 0.0], [0.0, 0.3, -0.2], [-0.4, 0.3, 0.9], [0.0, 0.0, 0.1], [0.0, 0.0, 0.0], [-0.6, -0.5, 0.2], [-0.1, 0.3, 0.6], [0.0, 0.0, -0.1], [-0.2, 0.4, -0.4], [-0.1, 0.1, 0.1], [-0.6, -0.3, 0.0], [0.2, 0.4, 0.2], [-1.8, 0.5, 2.5], [0.0, 0.3, 0.1], [0.0, 0.0, 0.0], [0.4, 1.4, -0.7], [-0.2, 0.7, 1.0], [0.6, 0.0, -0.2], [0.0, 0.1, -0.1], [0.0, 0.0, 0.0], [0.0, -0.1, 0.0], [0.0, 0.0, 0.1], [-0.5, -0.2, 0.5], [-0.1, 0.0, 0.0], [0.1, 0.0, 0.0], [0.2, 0.1, 0.0], [-0.3, 0.0, -0.1], [0.0, 0.0, 0.0], [0.0, 0.1, 0.0], [0.0, 0.1, 0.0], [-0.1, -0.1, 0.0], [0.1, 0.0, 0.0], [-0.1, -0.1, 0.0], [-0.1, 0.1, -0.1], [-0.6, 1.4, 0.4], [0.0, 0.4, -0.6], [0.7, -1.1, 1.3], [0.1, 0.1, 0.1], [0.2, 0.3, -0.1], [0.0, 0.0, 0.0], [-0.3, -0.1, 0.2], [0.2, -0.3, 0.1], [0.1, 0.0, -0.3], [0.1, 0.0, 0.0]]}

---

[3]
{"formula": "C54H60AsInN4O4S", "method": "the ωB97M-V functional and the def2-TZVPD basis", "lumo_energy_ev": 0.34, "de_lowest_kcal_mol": 24.82, "orbital_gap_ha": 0.298, "spin_multiplicity": 1, "symbols": ["H", "C", "H", "C", "C", "H", "H", "C", "H", "C", "C", "H", "C", "C", "C", "O", "H", "In", "C", "N", "H", "C", "H", "C", "H", "H", "H", "H", "C", "H", "H", "C", "C", "H", "C", "C", "H", "H", "C", "H", "C", "H", "H", "H", "N", "H", "H", "C", "C", "H", "H", "C", "C", "H", "C", "C", "H", "As", "C", "C", "O", "H", "C", "C", "C", "H", "H", "O", "O", "H", "C", "C", "C", "H", "H", "C", "C", "H", "H", "H", "C", "H", "H", "C", "H", "H", "H", "H", "C", "H", "C", "C", "C", "H", "H", "C", "H", "C", "C", "C", "S", "C", "C", "H", "H", "C", "H", "H", "C", "C", "H", "N", "C", "H", "H", "C", "H", "C", "H", "N", "H", "H", "C", "H", "H"], "positions_angstrom": [[3.113, -0.828, 1.627], [0.829, 4.207, -3.708], [-2.590, 4.178, -3.951], [-5.379, -2.263, -0.887], [1.193, 4.497, 0.571], [1.688, 4.599, -0.395], [-0.288, -0.034, -3.922], [-1.316, -4.343, 4.571], [-0.232, -3.725, -6.725], [0.513, -3.394, 2.701], [0.449, 3.033, 2.386], [1.005, 4.914, -2.894], [1.086, 3.019, 1.001], [-4.104, -1.744, -0.845], [-2.206, 2.037, 5.385], [-1.523, -0.509, 1.892], [-4.761, -5.501, -0.037], [0.113, 0.090, 0.056], [2.836, -1.925, 4.808], [0.069, -0.879, -2.057], [-2.857, -2.436, -2.750], [-0.653, 2.909, -2.147], [-4.870, 1.961, -2.709], [-5.619, -3.612, -0.591], [-0.794, 0.779, 8.196], [1.649, 3.489, -3.725], [-4.885, 4.290, -1.430], [1.109, -2.324, -3.112], [-0.591, 0.349, 4.840], [1.503, 2.732, -1.804], [2.471, 1.385, 1.366], [0.200, 2.332, -0.058], [-0.467, -2.311, -5.127], [-1.707, -0.160, -2.908], [-0.727, -5.215, 3.667], [-0.798, -3.457, -5.840], [0.170, 1.723, -4.509], [0.632, -5.419, 2.013], [-3.046, -2.581, -0.494], [-3.917, -0.705, -1.069], [4.163, -1.905, 5.225], [2.361, 1.408, 4.400], [3.377, -3.515, -1.760], [0.356, -1.689, -5.463], [-2.741, -0.936, 2.118], [4.714, 1.436, 5.131], [0.201, 4.948, 0.496], [0.494, 2.591, -1.446], [-0.606, 2.467, -4.676], [-5.101, 2.166, -0.425], [-3.424, -4.493, -3.970], [-1.935, 1.865, 6.734], [-3.795, 4.261, -1.516], [0.858, 4.757, -4.652], [-1.269, 2.341, -0.016], [-1.856, -4.251, -5.424], [-3.457, 2.480, -3.623], [0.469, -0.698, 3.631], [-0.993, -2.993, 4.548], [-0.073, -2.528, 3.620], [0.904, -0.031, 2.141], [1.222, -3.023, 1.971], [-1.186, -1.944, -3.992], [-0.990, -3.226, -0.064], [3.068, -2.764, -1.049], [-3.877, 2.814, 0.660], [-0.426, 2.935, -5.649], [-2.897, -2.095, 2.494], [-3.664, -0.125, 2.018], [-2.121, -5.139, -5.983], [1.030, -1.712, -2.215], [-1.538, 1.282, 4.431], [0.181, -4.740, 2.728], [-3.689, 1.198, 0.008], [-1.347, 5.102, -4.776], [-4.024, 2.201, -0.233], [2.866, 0.478, 4.630], [0.412, -0.559, 6.519], [-1.610, 5.340, -3.043], [-3.388, 1.003, -2.664], [-2.261, -2.735, -3.600], [-2.452, 2.467, 7.471], [-2.952, 2.754, 5.067], [-4.582, -4.458, -0.261], [-1.829, 2.222, 0.901], [0.085, -3.186, 0.067], [-2.038, -4.711, 5.289], [-6.209, -1.617, -1.146], [-1.000, 0.924, 7.144], [4.556, -2.876, 0.614], [-0.816, -0.689, -3.237], [4.187, 0.494, 5.044], [-3.293, -3.927, -0.218], [-1.766, 1.399, 3.384], [-6.632, -3.994, -0.617], [1.994, -1.902, -1.179], [-1.574, 1.961, -4.720], [2.186, -0.734, 4.507], [2.494, 2.423, 1.040], [-0.540, 3.519, -3.566], [-1.816, -4.711, 0.188], [-0.323, 0.170, 6.198], [-2.590, -3.886, -4.300], [4.668, -2.836, 5.454], [1.768, 5.057, 1.315], [-3.778, 2.022, -2.688], [5.878, -0.689, 5.639], [-3.376, 4.828, -0.682], [-3.312, 2.802, -1.451], [4.840, -0.701, 5.332], [3.116, 2.983, 1.744], [-1.699, -2.202, -0.416], [-1.591, 4.593, -3.839], [2.313, -2.869, 4.729], [-1.480, -2.308, 5.231], [3.683, -2.420, 0.173], [1.107, 3.566, 3.080], [-1.787, 2.701, -1.251], [2.973, 2.471, 0.058], [1.918, -1.047, -0.116], [-0.510, 3.557, 2.373], [-0.977, -6.268, 3.692], [2.946, -1.375, 0.714], [-3.525, 4.770, -2.436], [0.295, 2.029, 2.755]], "forces_ev_per_a": [[0.0, -0.1, 0.0], [0.0, 0.1, 0.0], [0.1, 0.0, 0.0], [0.0, 0.0, 0.0], [0.1, 0.1, 0.0], [0.0, 0.0, 0.0], [0.0, 0.2, 0.0], [0.0, 0.0, 0.0], [0.0, 0.0, 0.0], [0.0, 0.0, 0.2], [0.1, 0.0, 0.0], [0.0, 0.0, 0.0], [0.0, 0.4, -0.2], [0.0, 0.0, 0.1], [0.0, 0.0, 0.0], [-0.4, -0.2, -0.1], [0.0, 0.0, 0.0], [-0.1, 0.0, 0.6], [0.0, 0.1, 0.1], [0.0, 0.0, -0.8], [0.1, -0.1, -0.2], [0.3, 0.0, -0.3], [0.0, 0.0, 0.0], [0.0, 0.0, 0.0], [0.0, 0.0, 0.0], [0.0, 0.0, 0.0], [0.0, 0.0, 0.0], [0.0, 0.1, 0.0], [-0.1, 0.1, 0.1], [0.0, -0.1, 0.0], [0.0, 0.0, 0.0], [-0.2, -0.8, -0.1], [0.0, 0.0, 0.0], [0.0, 0.0, 0.1], [0.1, 0.0, 0.0], [0.0, 0.0, 0.0], [0.1, 0.0, -0.1], [0.0, 0.0, 0.0], [0.2, 0.2, 0.2], [0.0, 0.1, 0.0], [0.0, 0.0, 0.0], [0.0, 0.0, -0.1], [0.0, 0.0, 0.0], [0.0, 0.0, 0.0], [-0.1, 0.5, 0.4], [0.0, 0.0, 0.0], [0.0, 0.0, 0.0], [-0.2, 0.5, 0.0], [-0.1, 0.0, 0.0], [0.0, 0.0, 0.0], [0.0, 0.0, 0.0], [0.0, 0.0, 0.0], [0.0, 0.1, 0.0], [0.0, 0.0, 0.0], [0.0, 0.7, -0.1], [0.0, 0.0, 0.0], [0.0, -0.1, 0.0], [0.4, 0.2, -0.7], [0.0, -0.1, 0.0], [-0.1, -0.1, -0.1], [-0.3, -0.2, 0.8], [0.1, 0.1, 0.0], [0.0, 0.0, -0.1], [0.0, 0.3, -0.1], [0.2, 0.0, 0.1], [0.0, 0.0, 0.0], [0.0, 0.0, 0.0], [0.0, 0.3, -0.4], [0.4, -0.4, -0.1], [0.0, 0.0, 0.0], [0.0, -0.2, 0.3], [0.0, -0.2, 0.1], [0.1, 0.0, 0.2], [0.0, -0.1, 0.0], [0.0, 0.0, 0.0], [-0.1, 0.0, 0.0], [-0.1, -0.1, 0.1], [0.0, 0.0, 0.0], [0.0, 0.0, -0.1], [0.0, 0.0, 0.0], [0.0, 0.0, 0.0], [0.0, 0.0, 0.0], [0.0, 0.0, 0.0], [0.0, 0.0, 0.0], [0.0, -0.1, -0.1], [-0.1, 0.0, -0.1], [0.0, 0.0, 0.0], [0.0, 0.0, 0.0], [0.0, 0.0, 0.0], [0.0, 0.0, 0.0], [0.0, -0.1, 0.3], [0.0, 0.0, 0.0], [-0.2, 0.0, 0.0], [0.0, 0.0, -0.1], [0.0, 0.0, 0.0], [-0.1, 0.4, -0.2], [0.0, 0.0, 0.0], [0.2, 0.0, -0.1], [0.0, 0.0, 0.1], [0.0, -0.1, 0.2], [0.0, -0.1, -0.1], [-0.1, 0.0, -0.1], [0.1, 0.0, -0.1], [0.0, 0.0, 0.0], [0.0, 0.0, 0.0], [0.0, 0.1, 0.0], [0.0, 0.0, 0.0], [0.0, 0.0, 0.0], [0.2, 0.0, 0.0], [0.0, 0.0, 0.0], [0.0, 0.0, 0.0], [-0.3, -0.5, 0.3], [0.1, 0.1, -0.1], [0.0, 0.0, -0.1], [0.0, 0.0, 0.0], [-0.1, -0.1, -0.1], [0.0, 0.0, 0.0], [-0.2, -0.2, 0.3], [0.0, 0.0, 0.0], [0.5, -0.6, 0.3], [0.0, 0.0, 0.0], [0.0, 0.0, 0.0], [-0.1, 0.1, -0.3], [-0.1, 0.0, 0.1], [0.0, -0.1, 0.0]]}

---

[4]
{"formula": "C15H4BrCl8NO3V", "method": "the ωB97M-V functional and the def2-TZVPD basis", "s_squared": 0.895, "lumo_energy_ev": [-0.06, -0.29], "de_lowest_kcal_mol": 2.62, "orbital_gap_ha": [0.282, 0.237], "spin_multiplicity": 2, "symbols": ["O", "C", "H", "C", "C", "C", "Cl", "Br", "H", "Cl", "C", "Cl", "Cl", "Cl", "H", "Cl", "C", "C", "C", "V", "C", "C", "Cl", "C", "O", "C", "H", "O", "N", "C", "Cl", "C", "C"], "positions_angstrom": [[-0.999, -0.520, -0.414], [2.887, -1.429, -3.526], [-3.249, -0.795, -1.522], [-3.450, 2.821, -2.881], [-3.317, 0.214, -1.909], [2.234, -0.982, -2.297], [4.406, -2.275, -3.165], [-5.987, 2.481, -4.099], [-3.513, 3.831, -3.265], [1.935, -1.004, 7.191], [-2.279, 1.102, -1.670], [-0.004, 0.606, 2.354], [4.222, -2.517, 5.670], [3.235, -0.027, -4.548], [-5.246, -0.061, -2.829], [1.762, -2.508, -4.338], [-1.096, 0.680, -0.888], [3.094, -1.617, 3.395], [-4.429, 0.621, -2.635], [0.870, -0.088, 0.232], [2.139, -0.928, 2.659], [-4.479, 1.920, -3.112], [4.332, -2.441, 2.525], [1.064, -0.266, 4.742], [-0.138, 1.491, -0.679], [2.016, -0.969, 5.469], [-1.524, 3.079, -1.958], [2.166, -0.891, 1.314], [1.722, -0.618, -1.330], [-2.344, 2.401, -2.155], [-0.211, 0.592, 5.520], [1.150, -0.263, 3.365], [3.032, -1.641, 4.785]], "forces_ev_per_a": [[-0.5, 1.1, -0.6], [-0.1, 0.2, 0.5], [0.0, 0.0, 0.0], [0.1, 0.0, 0.1], [-0.2, -0.1, -0.1], [0.7, -0.2, -0.4], [-0.2, 0.1, 0.2], [-0.1, 0.0, 0.0], [0.0, -0.1, 0.0], [0.0, 0.0, -0.1], [0.1, -0.1, 0.1], [-0.1, 0.1, 1.2], [-0.1, 0.1, 0.0], [0.0, 0.2, -0.2], [0.0, 0.0, 0.0], [-0.2, -0.3, -0.4], [0.3, -0.7, 0.4], [0.3, -0.3, 0.1], [0.1, -0.1, 0.1], [-0.4, 0.3, 0.4], [0.0, 0.1, -1.5], [0.0, 0.0, 0.0], [-0.1, 0.1, 0.1], [-0.2, 0.1, 0.1], [-0.4, -0.1, 0.0], [0.0, 0.0, 0.1], [0.0, 0.0, 0.0], [0.4, -0.2, 1.7], [0.8, -0.5, -1.4], [-0.1, 0.2, -0.1], [0.1, -0.1, 0.0], [-0.5, 0.4, -0.3], [0.1, -0.1, 0.0]]}

---

Number 1: energy -6194.2202 eV, largest force on an atom 0.137 Eh/bohr, M 71.10 g/mol. Number 2: energy -225273.6033 eV, largest force on an atom 0.061 Eh/bohr, M 973.48 g/mol. Number 3: energy -147966.7037 eV, largest force on an atom 0.018 Eh/bohr, M 1050.90 g/mol. Number 4: energy -219162.3659 eV, largest force on an atom 0.034 Eh/bohr, M 660.67 g/mol.